# C12H28FInN4O4

A molecular structure, C12H28FInN4O4 at a distorted geometry (the ωB97M-V functional and the def2-TZVPD basis, OMol25).

Geometry (Å):
In -1.919 -0.095 1.760
F -2.199 2.062 -0.226
C 2.525 1.893 0.428
C 1.738 0.715 -0.173
O 0.738 0.264 0.422
N 2.209 0.139 -1.228
C 1.692 -1.186 -1.665
H 2.173 2.088 1.442
H 2.225 2.778 -0.133
H 3.608 1.770 0.426
H 3.071 0.461 -1.644
H 0.939 -1.677 -1.048
H 2.563 -1.800 -1.890
H 1.162 -0.931 -2.583
C -2.903 -1.812 -3.224
C -2.291 -0.834 -2.292
O -2.210 -1.058 -1.065
N -1.981 0.400 -2.709
C -2.151 0.965 -4.044
H -2.266 -2.121 -4.052
H -3.888 -1.511 -3.581
H -3.048 -2.767 -2.720
H -1.704 1.068 -2.004
H -3.193 0.909 -4.357
H -1.771 0.329 -4.843
H -1.697 1.955 -4.100
C -0.270 4.259 1.397
C -0.314 3.477 2.736
O -1.018 2.466 2.847
N 0.467 3.995 3.720
C 0.619 3.414 5.049
H 0.603 4.895 1.249
H -1.114 4.944 1.310
H -0.371 3.565 0.562
H 0.737 4.957 3.579
H -0.088 3.726 5.817
H 1.604 3.660 5.446
H 0.668 2.325 5.071
C 1.651 -3.485 1.991
C 0.555 -3.341 0.931
O -0.347 -2.480 1.073
N 0.593 -4.258 -0.038
C -0.399 -4.639 -0.934
H 1.073 -3.715 2.886
H 2.098 -2.500 2.122
H 2.431 -4.237 1.868
H 1.435 -4.803 -0.153
H -0.483 -5.721 -0.831
H -0.216 -4.340 -1.966
H -1.334 -4.170 -0.629

## Properties
net charge = +1
HOMO energy (alpha / beta) = -11.94 / -11.91 eV
LUMO (alpha / beta) = -2.3 / -7.3 eV
⟨S²⟩ = 0.76
multiplicity = 2
total energy = -34932.9730 eV
gap between HOMO and LUMO (alpha / beta) = 9.6 / 4.7 eV

Mulliken population analysis, charges in e, atoms 1 to 4: In 1.165; F -0.206; C -1.253; C 0.649